# C56H118InN6O8

A structure of composition C56H118InN6O8 at a distorted geometry (the ωB97M-V functional and the def2-TZVPD basis, the Open Molecules 2025 dataset).

Geometry as ORCA input:
```
! wB97M-V def2-TZVPD RIJCOSX def2/J DEFGRID3
* xyz 1 1
C 0.59920 3.43051 -2.50178
C 4.61502 0.41257 -1.29025
H -1.94597 -6.68685 -5.71271
O 5.96989 -0.81886 1.06951
C -0.73411 -7.55593 -2.56955
H 6.26562 2.88434 -0.13667
H 2.83685 1.61107 0.21998
H 3.10733 3.55928 1.86167
H -1.99241 -7.72696 -0.73738
C -2.28836 3.97208 3.09111
H 6.16668 1.22165 4.32477
H 0.91099 3.41454 2.25916
C 6.09745 1.21732 3.23442
H -2.83494 -5.44429 -0.91061
H -0.20920 -5.57105 4.20930
H 3.48967 2.19855 3.69906
H -3.14970 0.14974 -3.15229
H 6.31310 2.26611 3.02011
H -1.97993 1.45288 -1.79487
C 4.83454 0.65185 2.60583
H 2.07726 5.43754 2.91287
C -5.27997 2.50356 -1.89149
H -3.86413 -4.39441 -2.96482
H -0.51253 2.65298 0.41370
C 3.74351 1.71543 2.75379
H 4.51407 1.21580 -2.01727
C 3.81108 2.11912 0.26075
H -0.85222 7.31956 2.85028
C 2.06911 3.04917 -2.75763
N 4.98177 0.16597 1.22568
H 4.13130 -4.58228 7.12181
H 0.54619 7.11857 1.93816
H 4.83036 3.21117 1.82703
H 1.20555 0.11021 -1.63286
H -2.92092 -7.35527 -2.18647
H -3.60489 3.65728 4.83664
H 4.26676 -3.84313 5.65612
N -5.73929 1.16146 -2.34519
O 2.21839 3.84732 -6.37823
H -5.01916 2.15730 0.23483
H -5.72338 4.50908 -2.81279
H 1.57474 -4.79078 8.03516
H 3.77250 -0.28231 -1.31317
C 3.83773 2.78140 1.65364
O 2.50214 -3.56683 3.83244
H 0.41121 -1.37463 4.49849
N -0.70688 -5.43173 -3.56896
H 2.49777 -4.50898 3.59183
C 1.26335 -4.12281 7.22469
H -6.64569 2.49507 -0.24013
H -5.28113 -0.75562 -4.15041
C -5.37931 -1.09837 -3.11961
C -5.61244 2.80700 -0.41183
H -1.10500 4.27764 0.25493
O 1.41158 -1.78250 -1.57630
H -0.34251 -0.65436 -1.61261
H 1.98943 -5.95961 4.65008
C -0.04222 -2.11195 3.83626
H 0.99188 -6.73865 -5.35379
H -3.70561 2.37644 3.68679
N 1.81590 3.90534 -5.03614
C 3.56640 -3.88833 6.49533
H -2.17238 -3.23355 -1.38461
H -1.26373 5.12408 5.50124
O -1.48645 5.62370 4.70713
H -1.60451 4.00663 -5.17057
H -3.06968 5.59538 2.00013
H 4.96957 -1.51500 3.41194
H -0.92317 4.61285 -3.22038
H -4.43533 -1.21350 -0.26425
C -3.50078 4.78740 2.60658
H -2.20502 2.66309 4.76995
H -6.21180 -1.32499 -0.64428
H 4.42522 2.87802 -5.31563
H -1.02081 -5.46383 -0.88787
C -0.63072 -6.87972 -3.93832
H 3.68896 2.88910 -0.49793
H 0.09823 -7.38810 -1.88832
H 0.68569 5.47654 -2.91809
N -1.21835 4.79147 3.62795
H -3.06697 -0.78637 -1.81865
H 1.52225 -6.45034 6.28678
H -1.66814 -3.65907 5.45885
C 2.15734 -4.37035 6.04832
C -0.20115 -4.62593 3.66076
H -0.49898 -3.44990 -2.04234
C -1.77738 -4.88020 -2.78136
H 2.10613 2.15239 -2.13239
H 1.36421 -3.14196 7.69386
H 6.65430 1.58760 -1.07927
C 2.24608 -5.88192 5.70744
C -1.95570 -7.20843 -1.69368
H 1.15477 4.50405 1.12061
H 4.45187 -0.38571 4.58872
H 1.12994 6.61899 -4.82679
C -0.39793 6.61153 2.15516
C 3.94961 2.88927 -4.33394
H -1.09624 -1.90024 3.67196
H 1.37299 1.51050 -5.58014
H -5.38233 0.08405 0.20127
O -0.47793 -4.65060 -4.73771
H 3.51792 -2.93139 7.01218
H 1.21344 6.28028 4.29107
H -0.60182 -2.37508 6.08411
O -7.12529 0.96708 -2.31763
C -0.82272 3.52582 0.99864
O 1.47874 -0.53135 1.13703
C -3.74498 2.59139 -1.95849
H 2.71122 3.80205 -2.29839
H -5.60362 3.05182 -3.89625
H -1.00281 6.53203 1.25343
H -1.16243 2.20770 2.56815
C -3.53591 0.15795 -2.12683
H -0.01669 2.56921 -2.79178
C 2.39297 2.79280 -4.26570
H 0.81999 -8.26663 -4.85581
H -2.98969 -4.29554 -4.46755
C 0.51175 5.88576 -5.33463
H 2.64440 0.62225 -4.72435
H -2.56527 -7.62786 -4.41718
H -0.73289 3.65891 -6.58496
H 3.26978 -6.18270 5.90879
C 4.88345 1.07892 0.08237
H -2.60914 2.58785 1.47660
H -0.89341 -8.61206 -2.81277
C 0.77718 -7.26700 -4.41784
H 6.81909 -0.37116 0.91809
H 1.08928 1.07254 -3.94884
H -5.46700 3.82493 -0.05359
C -5.33831 -0.68152 -0.57188
H -1.76084 -2.59755 -2.93057
H -0.13929 0.36419 0.56574
C 0.16130 4.61627 -3.33413
H 1.53842 4.59948 4.27279
C 0.67010 -0.74264 -1.19856
C 0.39915 -0.58273 0.40844
H -3.32712 2.83336 -2.93813
C -1.92615 -5.66837 -1.46778
C 0.30908 4.17011 1.73190
H -3.49506 -5.89686 -3.78878
H 1.71596 3.11079 -6.76419
H 5.50997 -0.13378 -1.59532
H -1.34549 -8.24498 -5.54674
C -0.21723 -4.36776 6.97895
H -7.46605 1.30438 -3.15374
H -1.13730 -5.03144 -5.33917
H -0.73168 -4.12446 7.90868
H 0.51130 -2.20894 2.90022
C 0.48209 4.45158 -4.83424
H 0.46317 3.53563 -1.42599
C -0.63736 3.61468 -5.49968
H -3.33915 3.37074 -1.30457
H -4.05368 4.21846 1.86031
C 1.88667 1.39548 -4.62129
H -2.99791 1.16005 -0.33576
C -3.00036 1.37005 -1.40636
H 3.43476 -0.83376 3.23081
H -0.49912 6.25496 -5.11196
H 4.30927 3.66540 -3.66470
C -1.75884 2.96068 2.05051
C -3.11067 -4.90415 -3.57060
C -5.08441 -0.10064 -1.99197
H 0.48908 -4.73302 2.81671
C -1.63332 -7.39203 -4.93423
N 1.64639 -3.52524 4.95862
C -3.00280 3.07150 4.13966
H -0.33770 -1.31425 0.76422
C 0.23268 -3.45907 4.56040
H -1.17869 -4.60492 3.17546
C 4.45834 -0.55381 3.51260
H 2.73374 1.30924 2.58886
H -6.99143 3.48480 -2.91280
C 6.28646 1.79171 -0.07201
C -0.66567 -3.43296 5.82181
H 7.01714 1.62352 0.71825
H 1.57047 -7.13254 -3.68781
C -5.89796 3.43572 -2.91946
H -0.61829 2.59481 -5.11389
H 4.33489 1.91108 -4.02324
H -0.50339 -5.39060 6.72818
C -0.06432 5.24163 2.83845
In 3.30916 -2.78075 0.53732
H 0.51624 5.82900 -6.42383
H -4.66236 -1.92420 -3.09594
C 1.24371 5.42537 3.61571
H -3.99668 5.26198 3.44578
H -6.40611 -1.45316 -3.01803
H 6.93292 0.54820 3.00398
C -1.56941 -3.44458 -2.26744
*
```

Computed properties:
- E: -3324.2559 a.u.
- Relative energy (zero: lowest compared OMol25 entry of this formula, charge and spin): 0.0 kJ/mol
- Strongest force on any atom: 7.13 eV/A
- HOMO level: -9.67 eV